(1)
# C10H22Si2

C10H22Si2 in the gas phase (ωB97M-V with the def2-TZVPD basis set, the OMol25 dataset).

Geometry as XYZ:
```
34
Properties=species:S:1:pos:R:3:forces:R:3:mulliken_charge:R:1
C -5.346 0.357 -0.278 -2.18 -0.88 -0.64 -1.365
C -4.496 -0.879 -0.250 -0.74 -1.05 0.24 -0.288
C -3.016 -0.665 -0.293 1.55 1.69 -2.15 -0.546
C -2.118 -1.958 -0.382 1.18 1.48 2.89 -0.619
C -0.674 -1.538 -0.165 -2.29 -0.53 0.14 1.227
C 0.421 -1.100 0.063 3.83 0.43 0.03 -1.503
Si 2.521 -0.894 0.237 -3.37 -0.02 -0.84 0.325
C 2.789 -1.939 1.747 0.91 0.26 0.61 -1.115
C 3.123 -1.738 -1.343 0.18 -1.97 0.48 -1.112
Si 2.983 1.487 0.100 -1.69 0.42 1.73 0.449
C 2.728 2.172 1.952 3.58 -2.30 -2.27 -1.270
C 1.834 2.579 -1.029 -0.62 -3.35 -0.58 -1.046
H -5.281 0.760 -1.270 -0.67 0.23 -0.78 0.339
H -6.428 0.219 0.097 1.50 -0.20 -1.12 0.288
H -5.050 1.160 0.293 1.37 1.60 1.83 0.417
H -4.791 -1.446 0.627 0.31 -0.28 0.42 0.334
H -4.798 -1.525 -1.080 0.01 0.03 -0.08 0.235
H -2.713 -0.048 -1.248 -0.81 -1.16 1.27 0.232
H -2.736 0.123 0.445 0.21 -1.25 0.21 0.377
H -2.402 -2.719 0.419 0.29 0.85 -1.15 0.310
H -2.081 -2.386 -1.345 -0.79 -0.66 -1.13 0.343
H 3.881 -1.986 1.910 -0.26 0.67 0.76 0.338
H 2.151 -1.696 2.618 0.81 0.26 -0.33 0.317
H 2.650 -2.988 1.597 -0.77 -0.77 -0.78 0.379
H 2.325 -2.518 -1.528 1.13 0.37 0.21 0.325
H 2.915 -1.031 -2.084 -0.20 1.31 -1.46 0.341
H 4.175 -2.135 -1.566 -1.54 0.51 0.82 0.324
H 4.340 1.264 -0.497 0.02 0.76 0.34 -0.160
H 3.384 1.571 2.580 -0.13 -0.42 0.29 0.345
H 3.215 3.089 1.998 0.30 2.18 0.09 0.398
H 1.782 2.148 2.335 -2.57 0.06 0.61 0.393
H 2.273 2.265 -1.964 0.13 0.00 -0.92 0.284
H 0.822 2.047 -1.098 1.13 0.86 0.44 0.277
H 1.698 3.626 -1.160 0.22 0.89 0.84 0.428
```
Positions in Å, forces in eV/Å.

## Properties
- SMILES string = CCCCC#C[Si](C)(C)[SiH](C)C
- HOMO (eV) = -8.910
- ΔE to the lowest compared entry with this formula, charge and spin (kJ/mol) = 197.9
- lowest unoccupied orbital energy (eV) = 0.82
- max |F| (Eh/bohr) = 0.0938



(2)
# C10H23AsF5GeKSSe

A molecular structure, C10H23AsF5GeKSSe (ωB97M-V with the def2-TZVPD basis set, the OMol25 dataset).

Geometry as XYZ:
```
43
Properties=species:S:1:pos:R:3:forces:R:3:mulliken_charge:R:1
K -1.694 -0.656 0.336 0.67 -0.17 0.43 0.941
C 5.992 0.775 0.772 -0.19 0.03 0.06 -1.104
Ge 4.033 0.731 0.954 -0.11 -0.11 -0.10 0.501
C 3.206 2.356 0.224 0.08 -0.14 0.08 -1.115
C 3.493 0.474 2.825 0.07 0.03 -0.16 -1.210
C 3.355 -0.795 -0.128 0.02 0.18 0.21 -1.089
Se 1.421 -1.060 -0.025 0.18 0.07 -0.10 -0.005
C 1.387 -2.292 1.475 0.12 0.00 -0.04 -0.743
H 6.406 1.612 1.336 -0.01 0.00 0.00 0.352
H 6.283 0.892 -0.273 -0.03 0.00 -0.01 0.355
H 6.438 -0.144 1.152 -0.02 -0.01 0.00 0.356
H 3.531 3.240 0.772 0.00 -0.01 0.00 0.372
H 2.120 2.283 0.302 0.01 0.00 0.01 0.326
H 3.470 2.487 -0.826 0.02 -0.01 0.01 0.355
H 3.837 1.307 3.438 0.00 0.00 -0.01 0.384
H 3.916 -0.445 3.232 0.01 0.00 -0.01 0.358
H 2.406 0.423 2.898 0.00 0.01 -0.01 0.355
H 3.800 -1.744 0.172 0.06 0.01 -0.05 0.409
H 3.585 -0.637 -1.181 0.01 -0.03 -0.01 0.422
H 1.973 -1.875 2.290 -0.06 -0.03 0.04 0.212
H 1.791 -3.250 1.161 -0.02 -0.03 0.03 0.301
H 0.354 -2.425 1.788 -0.01 -0.05 0.03 0.200
F -4.195 -2.948 -0.639 -0.11 -0.02 -0.03 -0.331
C -3.080 -2.895 0.237 -0.21 -0.40 -0.16 -0.465
F -2.422 -4.115 -0.002 0.04 -0.09 -0.01 -0.361
C -3.697 -3.085 1.608 -0.09 -0.05 0.13 0.929
F -2.703 -3.148 2.540 -0.10 0.02 -0.06 -0.267
F -4.472 -4.170 1.804 0.10 0.13 -0.02 -0.272
F -4.453 -2.004 1.928 0.07 -0.10 -0.01 -0.268
C -1.525 1.611 -2.429 -0.16 -0.03 0.00 -0.954
As -3.249 1.494 -1.533 -0.33 0.70 -0.87 0.531
C -4.282 2.936 -2.315 0.07 -0.13 -0.01 -1.110
C -4.088 -0.109 -2.222 0.09 0.01 0.10 -0.932
S -3.122 1.826 0.509 -0.23 0.33 0.32 -0.528
H -1.673 1.620 -3.509 -0.01 -0.05 0.01 0.384
H -0.879 0.774 -2.164 -0.02 -0.01 0.01 0.279
H -1.053 2.539 -2.115 -0.01 0.00 0.05 0.311
H -4.320 2.880 -3.402 0.04 -0.07 0.01 0.383
H -3.829 3.873 -2.000 0.02 0.01 0.01 0.349
H -5.288 2.877 -1.904 0.00 -0.01 0.01 0.360
H -4.141 -0.007 -3.306 0.03 0.01 0.00 0.405
H -5.091 -0.188 -1.811 0.01 0.02 0.07 0.334
H -3.543 -1.017 -1.962 -0.02 0.00 0.06 0.292
```
Positions in Å, forces in eV/Å.

## Properties
- HOMO (eV) = -7.207
- ΔE to the lowest compared entry with this formula, charge and spin (kJ/mol) = 81.4
- lowest unoccupied orbital energy (eV) = -0.03
- max |F| (Eh/bohr) = 0.0227



(3)
# C10H23BClO2TlV

A molecular structure, C10H23BClO2TlV (ωB97M-V with the def2-TZVPD basis set, the OMol25 dataset).

Geometry as XYZ:
```
39
Properties=species:S:1:pos:R:3:forces:R:3:mulliken_charge:R:1
V 0.314 1.718 -0.568 0.87 -2.94 -1.74 -0.400
Cl 0.474 3.864 -0.677 0.11 2.60 -0.22 -0.656
C -1.815 0.959 -0.903 -2.46 -1.18 0.65 -0.681
H -1.954 0.155 -1.638 0.24 0.28 0.15 0.187
H -1.361 1.860 -1.404 0.28 0.02 0.06 0.249
H -2.830 1.319 -0.659 0.11 0.40 -0.46 0.319
Tl 0.623 -0.340 -3.380 1.14 -0.13 1.58 0.820
C 1.585 0.524 -5.100 -0.07 0.52 -0.78 -1.159
C -1.111 -1.562 -3.679 -0.69 -0.35 -0.19 -1.236
C 1.625 -0.201 -1.475 0.05 1.17 0.14 -1.093
H -1.431 -1.971 -2.712 -0.08 0.04 -0.38 0.245
H -1.892 -0.935 -4.134 0.01 -0.45 0.11 0.253
H -0.810 -2.367 -4.367 -0.34 0.17 0.18 0.319
H 2.471 -0.086 -5.331 -0.25 0.30 0.00 0.230
H 0.864 0.501 -5.930 0.49 0.19 -0.01 0.246
H 1.869 1.555 -4.846 0.05 -0.31 -0.33 0.249
H 1.740 -1.196 -1.008 -0.15 0.61 -0.04 0.254
H 2.599 0.346 -1.569 -0.46 -0.71 -0.07 0.340
C 0.977 -1.685 1.903 0.40 -0.08 0.07 -1.607
C -0.325 -0.920 1.975 -0.33 0.12 -0.03 1.855
C -1.280 -1.625 2.938 -0.15 0.03 0.17 -2.078
O -0.946 -0.923 0.664 0.22 0.06 1.05 -0.735
B -1.350 0.408 0.485 1.08 0.72 -1.68 1.873
O -1.379 1.154 1.686 0.18 -0.29 0.49 -0.712
C -0.187 0.631 2.317 -0.81 -0.17 -0.37 1.667
C -0.238 0.999 3.780 0.13 -0.13 0.31 -1.951
C 1.025 1.279 1.616 0.35 -0.21 0.51 -2.376
H 1.555 -1.535 2.826 -0.05 -0.05 -0.12 0.283
H 1.587 -1.379 1.045 -0.21 -0.01 0.22 0.195
H 0.762 -2.757 1.810 0.08 0.21 -0.04 0.432
H -1.483 -2.639 2.572 0.07 0.23 -0.01 0.491
H -0.833 -1.709 3.937 -0.07 -0.01 -0.08 0.324
H -2.237 -1.093 3.024 0.27 -0.07 -0.07 0.381
H 0.610 0.546 4.305 -0.10 0.04 0.06 0.316
H -0.162 2.085 3.886 0.00 -0.08 -0.06 0.511
H -1.173 0.676 4.250 0.21 0.03 -0.13 0.355
H 1.386 0.720 0.696 -0.13 0.05 0.58 0.442
H 0.842 2.351 1.377 -0.01 -0.52 0.63 0.442
H 1.891 1.271 2.290 0.03 -0.08 -0.15 0.407
```
Positions in Å, forces in eV/Å.

## Properties
- HOMO (alpha / beta) (eV) = -2.512 / -1.607
- charge = -1
- ΔE to the lowest compared entry with this formula, charge and spin (kJ/mol) = 35.7
- multiplicity = 3
- lowest unoccupied orbital energy (alpha / beta) (eV) = 2.65 / 2.64
- max |F| (Eh/bohr) = 0.0686



Look up the ΔE to the lowest compared entry with this formula, charge and spin of the first one. 197.9 kJ/mol